No. 1
A molecular structure, C24H53GeN3O11PTeTi. Source: OMol25; level of theory: ωB97M-V with the def2-TZVPD basis set.

Positions of all 95 atoms, in Å:
Ti1 0.6406 -0.0176 -0.7020
C1 0.5916 4.1192 -3.9794
N1 -0.0239 3.2506 -2.9828
C2 -1.2181 2.6095 -3.4982
C3 0.8518 2.3866 -2.2510
O1 0.1942 1.7248 -1.2598
C4 2.0255 3.1986 -1.6783
O2 2.6598 2.4970 -0.6237
C5 2.3612 2.8893 0.6759
C6 1.6430 1.8239 1.4875
O3 1.3527 0.6988 1.0093
N2 1.4651 2.0575 2.7764
C7 1.6973 3.3631 3.3763
C8 0.7490 1.0925 3.6046
H1 -0.1772 4.8006 -4.3447
H2 1.3789 4.7297 -3.5405
H3 1.0097 3.5700 -4.8298
H4 -1.9303 3.3857 -3.7810
H5 -1.0201 1.9880 -4.3836
H6 -1.6655 1.9954 -2.7215
H7 2.7757 3.3656 -2.4503
H8 1.6259 4.1522 -1.3238
H9 3.3124 3.0669 1.1943
H10 1.7728 3.8113 0.7155
H11 2.5941 3.8347 2.9842
H12 0.8281 4.0018 3.1981
H13 1.8278 3.2247 4.4469
H14 0.6444 0.1599 3.0630
H15 1.3101 0.9291 4.5251
H16 -0.2419 1.4869 3.8362
C9 4.2747 -0.3655 -0.8117
C10 3.5381 -1.4523 -0.0474
C11 4.1059 -2.8138 -0.4440
C12 3.6825 -1.2733 1.4614
O4 2.1366 -1.4087 -0.4212
Ge1 1.0408 -3.0135 -0.3820
O5 -0.0977 -1.7291 -1.3707
C13 -0.6792 -2.1135 -2.6447
C14 -1.6345 -3.2662 -2.3592
C15 0.4157 -2.5286 -3.6195
C16 -1.4446 -0.9140 -3.1714
O6 0.3774 -2.4196 1.2111
C17 -0.2866 -3.2097 2.1870
C18 -0.2564 -2.4212 3.4921
C19 0.4195 -4.5500 2.3834
C20 -1.7340 -3.4194 1.7421
H17 4.1764 -0.5175 -1.8861
H18 3.8779 0.6191 -0.5755
H19 5.3326 -0.3923 -0.5416
H20 5.1836 -2.8161 -0.2746
H21 3.6762 -3.6248 0.1481
H22 3.9217 -3.0163 -1.5003
H23 4.7247 -1.4273 1.7480
H24 3.3810 -0.2767 1.7731
H25 3.0588 -1.9979 1.9878
H26 -1.0932 -4.1347 -1.9773
H27 -2.3773 -2.9624 -1.6200
H28 -2.1480 -3.5657 -3.2744
H29 0.9526 -3.4047 -3.2499
H30 -0.0275 -2.7875 -4.5827
H31 1.1242 -1.7144 -3.7641
H32 -2.1688 -0.5786 -2.4273
H33 -0.7579 -0.0998 -3.3988
H34 -1.9737 -1.1761 -4.0888
H35 -0.7199 -2.9952 4.2981
H36 0.7769 -2.2067 3.7745
H37 -0.7945 -1.4821 3.3695
H38 1.4686 -4.3849 2.6407
H39 -0.0476 -5.1176 3.1903
H40 0.3784 -5.1587 1.4775
H41 -2.1840 -2.4473 1.5338
H42 -1.7697 -4.0178 0.8275
H43 -2.3203 -3.9323 2.5082
O7 2.1565 1.4345 -4.0717
N3 1.4010 1.2555 -3.1002
O8 1.6291 0.1514 -2.3075
C21 -5.4941 1.2613 -0.9460
C22 -4.0084 1.4777 -0.7924
O9 -3.5767 0.7782 0.3833
P1 -2.1099 0.9591 0.9929
O10 -1.1481 0.1374 0.1475
Te1 -1.6549 3.2457 1.3473
O11 -2.2638 0.1114 2.3335
C23 -3.4797 -0.0609 3.0843
C24 -3.8328 1.1604 3.9031
H44 -5.8534 1.7827 -1.8340
H45 -6.0273 1.6496 -0.0783
H46 -5.7225 0.2004 -1.0513
H47 -3.7657 2.5371 -0.6812
H48 -3.4602 1.0858 -1.6520
H49 -3.2802 -0.9213 3.7237
H50 -4.2816 -0.3220 2.3941
H51 -3.0101 1.4356 4.5638
H52 -4.7106 0.9455 4.5155
H53 -4.0509 2.0134 3.2617

Atoms 1-6, force components in eV/Å:
Ti 0.2008 0.3579 -0.6298
C -0.0070 0.0011 -0.0003
N 0.0720 0.0058 -0.0351
C 0.0058 -0.0138 -0.0342
C 0.0019 0.1118 0.0326
O -0.1929 -0.1807 0.0790

Total charge: 0
E_HOMO (spin up / spin down): -7.208 / -7.211 eV
Spin multiplicity: 2
F_max: 0.0146 Eh/bohr
Electronic energy: -148959.48752 eV
ΔE to the lowest compared entry with this formula, charge and spin: 41.8 kJ/mol
Frontier orbital gap (spin up / spin down): 7.249 / 7.243 eV

---

No. 2
3 unconnected molecules or ions with the total composition C24H53N3O11PS. Source: OMol25; level of theory: ωB97M-V with the def2-TZVPD basis set.

Positions of all 93 atoms, in Å:
C1 4.1581 -6.7448 -0.5099
C2 4.5834 -6.1757 -1.8661
S1 3.3279 -6.1741 -3.1562
C3 1.9456 -5.3068 -2.4040
C4 2.0476 -3.7767 -2.1433
C5 2.6800 -3.5410 -0.7633
C6 2.5527 -2.1579 -0.1182
C7 3.5288 -1.1045 -0.6437
C8 4.9767 -1.3492 -0.1765
C9 6.0033 -1.4763 -1.2998
O1 7.1295 -0.6544 -0.9906
C10 7.9872 -0.5163 -2.0922
C11 2.9239 -3.1913 -3.3197
O2 2.3257 -3.1367 -4.3988
O3 4.1071 -2.8840 -3.0100
N1 0.6375 -3.2668 -2.2341
C12 -0.1783 -3.6575 -1.1276
O4 -1.4274 -4.2081 -1.6688
N2 -2.1094 -4.9196 -0.6470
O5 -2.1878 -6.0553 -0.9043
P1 0.3759 -1.6712 -2.7673
N3 -0.2395 -1.3426 -4.1515
H1 4.9875 -7.2897 -0.0522
H2 3.3312 -7.4481 -0.6214
H3 3.8675 -5.9582 0.1858
H4 5.3730 -6.8026 -2.2872
H5 5.0070 -5.1750 -1.7676
H6 1.1397 -5.4456 -3.1252
H7 1.6508 -5.8225 -1.4842
H8 2.2556 -4.2684 -0.0603
H9 3.7409 -3.7784 -0.8451
H10 2.7715 -2.2850 0.9493
H11 1.5254 -1.7789 -0.1467
H12 3.1940 -0.1333 -0.2635
H13 3.5041 -1.0435 -1.7302
H14 5.3059 -0.5399 0.4783
H15 5.0037 -2.2601 0.4293
H16 5.5726 -1.1802 -2.2612
H17 6.3406 -2.5120 -1.4167
H18 8.9054 -0.0451 -1.7428
H19 7.5343 0.1129 -2.8697
H20 8.2210 -1.4854 -2.5500
H21 -0.4602 -2.8291 -0.4698
H22 0.2992 -4.4449 -0.5521
H23 -0.4610 -1.2367 -1.7130
H24 1.5844 -0.9971 -2.5357
H25 -0.3517 -2.1516 -4.7475
C13 -4.3413 -0.6760 0.7514
O6 -3.3460 -0.2934 1.6766
C14 -2.3406 -1.2825 1.8031
C15 -1.1218 -0.7140 2.4946
O7 -0.2861 0.0396 1.6349
C16 -0.7036 1.3533 1.3096
C17 -0.4348 2.3703 2.3942
O8 -1.4278 2.3120 3.4056
C18 -1.0454 3.0173 4.5609
H26 -4.8324 -1.6095 1.0507
H27 -5.0852 0.1161 0.7199
H28 -3.9191 -0.8056 -0.2513
H29 -2.0502 -1.6553 0.8125
H30 -2.7296 -2.1260 2.3913
H31 -0.5079 -1.5577 2.8177
H32 -1.4110 -0.1401 3.3791
H33 -1.7560 1.3743 1.0172
H34 -0.1042 1.6344 0.4416
H35 -0.4319 3.3750 1.9476
H36 0.5545 2.1793 2.8293
H37 -0.1451 2.5837 5.0123
H38 -1.8659 2.9508 5.2733
H39 -0.8528 4.0746 4.3400
C19 -4.7290 7.6610 -1.8816
O9 -4.3593 6.8140 -0.8215
C20 -3.4799 7.4477 0.0866
C21 -3.3601 6.6473 1.3631
O10 -4.4398 6.8347 2.2644
C22 -5.6367 6.1299 1.9688
C23 -5.5820 4.6628 2.3306
O11 -4.8992 3.9356 1.3333
C24 -4.5279 2.6451 1.7773
H40 -3.8537 7.9979 -2.4504
H41 -5.3797 7.0927 -2.5430
H42 -5.2705 8.5426 -1.5166
H43 -3.8450 8.4560 0.3245
H44 -2.4841 7.5371 -0.3715
H45 -2.4785 7.0105 1.8960
H46 -3.2142 5.5893 1.1343
H47 -5.9180 6.2478 0.9198
H48 -6.4034 6.6011 2.5874
H49 -6.6079 4.2771 2.4317
H50 -5.0740 4.5511 3.2981
H51 -3.8312 2.7034 2.6190
H52 -4.0251 2.1430 0.9558
H53 -5.4076 2.0608 2.0737

Atoms 1-6, force components in eV/Å:
C 0.1185 -0.0624 -0.0309
C 0.2543 -0.0959 0.1540
S -0.0032 -0.0499 -0.0056
C -0.2633 0.2008 0.0279
C 0.2703 -0.4633 -0.1738
C -0.1951 0.0650 0.2411

Total charge: -1
E_HOMO: -5.179 eV
Spin multiplicity: 1
F_max: 0.0246 Eh/bohr
Electronic energy: -72858.88864 eV
Frontier orbital gap: 7.281 eV

---

No. 3
A molecular structure, C24H54AlBNO14S6. Source: OMol25; level of theory: ωB97M-V with the def2-TZVPD basis set.

Positions of all 101 atoms, in Å:
N1 -0.4120 -0.4622 0.4519
B1 0.1762 -1.7997 0.8628
O1 0.6165 -1.9358 2.2960
Al1 0.4253 -3.4572 -0.3281
O2 -0.2582 -3.2951 -2.0764
H1 -0.0534 -0.1207 -0.4666
H2 -1.4470 -0.5968 0.4447
H3 -0.1565 -1.5695 2.8190
H4 -0.3506 -4.6745 0.3874
H5 1.9822 -3.8591 -0.3016
H6 0.4952 -3.0659 -2.7171
C1 -2.9259 -4.0365 5.5990
C2 -1.9580 -4.9153 4.8082
C3 -2.4197 -4.9106 3.3518
S1 -3.2586 -3.3537 3.0986
O3 -4.6570 -3.6214 2.8364
O4 -2.4542 -2.5137 2.2338
C4 -3.1003 -2.7696 4.7747
H7 -2.5472 -3.8150 6.6011
H8 -3.8886 -4.5504 5.7062
H9 -0.9466 -4.4964 4.8759
H10 -1.9185 -5.9339 5.2066
H11 -1.5752 -4.9846 2.6619
H12 -3.1329 -5.7158 3.1555
H13 -3.9836 -2.1931 5.0546
H14 -2.2070 -2.1400 4.8267
C5 -2.6336 0.0314 -5.9364
C6 -2.6695 -1.3353 -5.2541
C7 -1.2314 -1.7081 -4.8979
S2 -0.3585 -0.1666 -4.6660
O5 0.6439 -0.0444 -5.7035
O6 -0.0441 -0.0034 -3.2607
C8 -1.7274 0.8985 -5.0752
H15 -3.6336 0.4647 -6.0304
H16 -2.2113 -0.0691 -6.9433
H17 -3.2713 -1.2706 -4.3394
H18 -3.1273 -2.0955 -5.8948
H19 -1.1842 -2.2943 -3.9767
H20 -0.7459 -2.2534 -5.7119
H21 -1.3664 1.7889 -5.5927
H22 -2.2230 1.1800 -4.1413
C9 4.5096 2.1502 -3.3150
C10 3.7568 0.8468 -3.5776
C11 3.8648 0.5478 -5.0719
S3 5.3908 1.2962 -5.6222
O7 5.0729 2.3648 -6.5458
O8 6.3454 0.2535 -5.9415
C12 5.8329 2.0182 -4.0541
H23 4.6620 2.3228 -2.2456
H24 3.9375 2.9950 -3.7169
H25 4.2215 0.0353 -3.0045
H26 2.7106 0.9133 -3.2629
H27 3.8970 -0.5274 -5.2657
H28 3.0430 1.0029 -5.6316
H29 6.3345 2.9746 -4.2112
H30 6.5024 1.3210 -3.5416
C13 -1.1160 3.0335 -0.6062
C14 -0.1671 4.1225 -1.1044
C15 -0.8859 4.8832 -2.2174
S4 -2.6327 4.7468 -1.8684
O9 -3.2534 3.9699 -2.9206
O10 -3.1394 6.0412 -1.4580
C16 -2.4655 3.7128 -0.4267
H31 -0.7647 2.5846 0.3274
H32 -1.1928 2.2381 -1.3572
H33 0.0663 4.8077 -0.2804
H34 0.7791 3.7030 -1.4602
H35 -0.5999 5.9379 -2.2334
H36 -0.6995 4.4316 -3.1957
H37 -3.2974 3.0084 -0.3735
H38 -2.4651 4.3630 0.4532
C17 -4.9591 -6.6444 10.3589
C18 -4.7101 -5.2739 9.7308
C19 -3.3056 -5.2932 9.1299
S5 -2.9681 -6.9949 8.7030
O11 -1.8866 -7.4735 9.5381
O12 -2.9522 -7.1305 7.2602
C20 -4.4992 -7.6615 9.3251
H39 -6.0117 -6.7857 10.6211
H40 -4.3649 -6.7448 11.2749
H41 -5.4477 -5.0962 8.9389
H42 -4.8148 -4.4679 10.4638
H43 -3.2440 -4.6743 8.2312
H44 -2.5548 -4.9708 9.8566
H45 -4.3311 -8.6548 9.7449
H46 -5.2029 -7.7195 8.4894
C21 6.0868 7.7057 -2.4104
C22 6.2309 7.3481 -3.8889
C23 5.3454 6.1318 -4.1549
S6 4.0155 6.2121 -2.9648
O13 4.1345 5.0846 -2.0643
O14 2.7793 6.5288 -3.6517
C24 4.5935 7.6716 -2.1214
H47 6.5173 8.6860 -2.1859
H48 6.6053 6.9590 -1.7972
H49 5.8929 8.1917 -4.5028
H50 7.2724 7.1442 -4.1563
H51 4.9300 6.1500 -5.1656
H52 5.8896 5.1974 -3.9925
H53 4.3633 7.6040 -1.0568
H54 4.0872 8.5355 -2.5625

Atoms 1-6, force components in eV/Å:
N -0.2580 -0.2337 0.4663
B 0.8998 1.2423 1.7921
O -2.6051 0.6752 -1.4050
Al -0.1052 -0.8095 -1.3449
O 2.0809 0.5194 -0.7583
H -0.9274 -0.8760 0.8190

Total charge: -1
E_HOMO: -3.772 eV
Spin multiplicity: 1
F_max: 0.0590 Eh/bohr
Electronic energy: -128204.96722 eV
Frontier orbital gap: 5.406 eV